No. 1
{"formula": "C35H37KN2O6P", "method": "ωB97M-V/def2-TZVPD", "species": ["K", "P", "O", "O", "O", "O", "O", "O", "N", "N", "C", "C", "C", "C", "C", "C", "C", "C", "C", "C", "C", "C", "C", "C", "C", "C", "C", "C", "C", "C", "C", "C", "C", "C", "C", "C", "C", "C", "C", "C", "C", "C", "C", "C", "C", "H", "H", "H", "H", "H", "H", "H", "H", "H", "H", "H", "H", "H", "H", "H", "H", "H", "H", "H", "H", "H", "H", "H", "H", "H", "H", "H", "H", "H", "H", "H", "H", "H", "H", "H", "H", "H"], "coordinates": [[0.10, -1.36, -0.37], [0.52, 1.81, 0.51], [2.70, -1.97, -1.02], [-1.21, 0.49, -4.65], [-0.55, 0.38, -2.51], [-0.71, -3.80, -0.18], [-2.77, 1.02, 3.31], [-0.42, -5.65, -1.41], [-0.94, -2.34, -2.53], [-1.82, 0.21, 1.44], [1.56, 2.58, 3.07], [2.89, -3.34, -0.67], [-4.20, -2.73, 1.83], [1.41, 2.87, -1.82], [2.22, -0.03, 3.73], [2.80, 3.52, 0.05], [2.66, -3.49, 0.82], [2.47, 1.00, 4.63], [-1.32, -4.37, -3.72], [2.22, 3.59, -2.67], [-2.64, 4.91, 1.91], [-3.67, -1.42, 1.26], [-2.84, -0.42, 3.46], [-1.59, 5.31, 1.10], [2.13, 2.30, 4.30], [-1.15, -1.64, -3.64], [3.33, 4.27, -2.18], [-1.58, -3.64, -4.87], [1.69, 2.84, -0.45], [-2.46, -0.95, 2.08], [1.32, 1.57, 2.15], [-1.83, 2.64, 1.81], [3.62, 4.23, -0.82], [-0.96, -0.10, -3.60], [-0.74, 3.04, 1.02], [2.88, -1.74, -2.41], [-2.76, 3.58, 2.26], [-2.09, 1.22, 2.15], [-0.65, 4.38, 0.68], [2.74, -0.26, -2.69], [1.64, 0.26, 2.50], [-1.02, -3.68, -2.55], [-0.69, -4.45, -1.25], [-3.33, -1.59, -0.22], [-1.49, -2.26, -4.84], [-1.66, -1.64, -5.71], [0.18, 4.71, 0.06], [3.97, 4.83, -2.85], [1.28, 3.60, 2.83], [-5.11, -3.03, 1.31], [-3.58, 3.25, 2.88], [2.93, -0.06, -3.74], [3.03, -4.47, 1.15], [-3.37, 5.63, 2.25], [3.45, 0.31, -2.09], [2.32, 3.10, 5.01], [3.92, -3.63, -0.93], [2.92, 0.78, 5.59], [2.20, -3.98, -1.23], [-1.75, -1.78, 2.14], [-1.49, 6.35, 0.81], [3.03, 3.49, 1.10], [-2.95, -0.67, -0.67], [-2.14, -0.71, 4.25], [-2.58, -2.38, -0.35], [2.00, 3.61, -3.73], [0.58, 2.28, -2.21], [-3.46, -3.52, 1.69], [2.14, -2.32, -2.98], [-4.44, -2.66, 2.90], [-1.83, -4.15, -5.79], [-1.34, -5.45, -3.69], [-4.44, -0.64, 1.36], [-4.22, -1.90, -0.77], [1.59, -3.46, 1.06], [1.73, 0.08, -2.47], [3.20, -2.71, 1.37], [-3.86, -0.67, 3.76], [4.49, 4.75, -0.43], [3.88, -2.11, -2.71], [1.42, -0.55, 1.81], [2.46, -1.05, 3.99]], "lowdin_charge": [0.671, 1.121, -0.237, -0.032, -0.135, -0.162, -0.005, -0.028, 0.084, 0.139, -0.095, -0.274, -0.064, -0.102, -0.080, -0.090, -0.066, -0.095, -0.019, -0.074, -0.081, -0.381, -0.085, -0.078, -0.085, -0.178, -0.098, -0.068, -0.381, -0.274, -0.351, -0.131, -0.097, -0.653, -0.273, -0.273, -0.020, -0.330, -0.072, -0.058, -0.095, -0.188, -0.670, -0.064, -0.018, 0.105, 0.100, 0.095, 0.107, 0.079, 0.114, 0.087, 0.079, 0.099, 0.081, 0.099, 0.118, 0.098, 0.123, 0.149, 0.101, 0.090, 0.076, 0.126, 0.049, 0.108, 0.086, 0.089, 0.124, 0.066, 0.095, 0.106, 0.143, 0.087, 0.055, 0.042, 0.073, 0.117, 0.095, 0.117, 0.064, 0.103], "homo_lumo_gap_ev": 7.6, "charge": -1, "total_energy_ha": -2858.34862, "lumo_energy_ev": 2.2, "de_lowest_kcal_mol": 0.00}


No. 2
{"formula": "C35H37N2O", "method": "ωB97M-V/def2-TZVPD", "species": ["O", "N", "N", "C", "C", "C", "C", "C", "C", "C", "C", "C", "C", "C", "C", "C", "C", "C", "C", "C", "C", "C", "C", "C", "C", "C", "C", "C", "C", "C", "C", "C", "C", "C", "C", "C", "C", "C", "H", "H", "H", "H", "H", "H", "H", "H", "H", "H", "H", "H", "H", "H", "H", "H", "H", "H", "H", "H", "H", "H", "H", "H", "H", "H", "H", "H", "H", "H", "H", "H", "H", "H", "H", "H", "H"], "coordinates": [[1.50, 1.38, 2.42], [-0.27, 1.37, 0.18], [-4.52, -1.99, 0.69], [3.46, -0.81, -0.54], [3.72, 2.96, 2.62], [2.43, 4.68, 1.50], [-3.42, -2.55, 1.36], [0.52, -1.33, -2.05], [-5.10, -0.98, -1.49], [4.60, 3.93, 3.11], [-0.86, -1.58, -2.22], [2.65, 3.33, 1.80], [2.12, -3.72, -4.52], [-2.69, -1.46, -0.55], [0.49, 2.55, 0.58], [-1.84, -0.83, -1.46], [2.64, 1.31, 0.28], [1.08, -2.97, -3.74], [-1.08, -2.92, 0.92], [4.05, 1.24, -1.69], [-0.41, 3.35, 1.54], [-2.20, -3.96, 2.83], [1.81, 2.15, 1.26], [-0.29, -3.23, -3.92], [-2.28, -2.31, 0.57], [-1.69, 1.64, 0.35], [4.39, 5.28, 2.79], [-4.12, -1.41, -0.47], [3.30, 5.65, 2.00], [1.46, -2.00, -2.81], [-1.06, -3.80, 2.01], [-1.24, -2.58, -3.15], [-3.41, -3.32, 2.52], [4.15, -0.15, -1.57], [-5.89, -2.11, 1.14], [3.32, 1.98, -0.75], [2.74, -0.08, 0.42], [-1.74, 2.59, 1.55], [4.53, 1.76, -2.52], [-1.76, 1.98, 2.46], [-2.11, 2.12, -0.55], [-5.76, -1.82, -1.78], [2.28, -0.58, 1.26], [-2.62, 3.24, 1.55], [-5.91, -2.25, 2.23], [-0.16, -4.36, 2.26], [0.83, -0.61, -1.28], [1.65, -4.41, -5.22], [-0.02, 1.01, -0.73], [0.76, 3.16, -0.31], [5.43, 3.62, 3.73], [2.75, -4.30, -3.84], [-0.19, -2.73, 0.32], [-6.40, -2.96, 0.69], [-0.58, -3.97, -4.67], [4.74, -0.73, -2.28], [3.13, 6.70, 1.76], [1.58, 4.98, 0.88], [-4.55, -0.66, -2.38], [-2.13, -4.57, 3.73], [0.02, 3.40, 2.55], [-0.52, 4.37, 1.15], [3.27, 3.07, -0.79], [3.46, -1.90, -0.49], [-2.09, 0.17, -1.81], [-2.30, -2.83, -3.26], [2.52, -1.78, -2.67], [2.77, -3.04, -5.07], [0.84, 0.70, 2.16], [3.86, 1.90, 2.87], [5.08, 6.03, 3.17], [-2.25, 0.73, 0.53], [-5.73, -0.15, -1.13], [-4.32, -3.42, 3.11], [-6.43, -1.19, 0.88]], "lowdin_charge": [-0.013, 0.005, -0.011, -0.110, -0.017, -0.030, -0.153, -0.013, 0.018, -0.059, -0.211, -0.157, -0.036, -0.096, -0.260, 0.090, -0.157, -0.248, 0.012, -0.058, -0.121, -0.050, -0.398, -0.020, -0.092, -0.226, -0.085, -0.149, -0.074, -0.016, -0.050, -0.002, 0.010, -0.102, 0.024, -0.012, -0.036, -0.143, 0.109, 0.114, 0.118, 0.116, 0.118, 0.112, 0.097, 0.115, 0.089, 0.079, 0.091, 0.153, 0.106, 0.093, 0.114, 0.118, 0.121, 0.110, 0.106, 0.104, 0.095, 0.116, 0.126, 0.112, 0.125, 0.110, 0.135, 0.120, 0.093, 0.092, 0.100, 0.129, 0.105, 0.084, 0.109, 0.113, 0.102], "homo_lumo_gap_ev": 5.6, "charge": 1, "total_energy_ha": -1540.39717, "lumo_energy_ev": -5.1, "de_lowest_kcal_mol": 4.21}


No. 3
{"formula": "C35H37N5P2PtSeTe", "method": "ωB97M-V/def2-TZVPD", "species": ["Pt", "Te", "Se", "P", "P", "N", "N", "N", "N", "N", "C", "C", "C", "C", "C", "C", "C", "C", "C", "C", "C", "C", "C", "C", "C", "C", "C", "C", "C", "C", "C", "C", "C", "C", "C", "C", "C", "C", "C", "C", "C", "C", "C", "C", "C", "H", "H", "H", "H", "H", "H", "H", "H", "H", "H", "H", "H", "H", "H", "H", "H", "H", "H", "H", "H", "H", "H", "H", "H", "H", "H", "H", "H", "H", "H", "H", "H", "H", "H", "H", "H", "H"], "coordinates": [[-0.37, 0.64, 2.48], [0.62, -2.86, -1.51], [-3.10, 1.55, 3.32], [1.45, 0.24, -1.19], [-0.83, -0.78, 0.72], [-0.23, 2.54, 1.65], [-0.57, -0.85, 3.90], [0.91, -1.03, -6.03], [-4.01, -1.20, 2.61], [0.59, 1.55, 4.12], [-0.65, -0.24, 5.28], [2.82, -0.05, -2.26], [-0.07, -0.68, -5.20], [0.46, -0.95, -0.63], [-0.21, -1.18, -3.92], [-4.69, -0.16, -1.68], [0.51, -2.96, 1.73], [0.21, 4.60, -1.35], [3.80, -0.99, -1.89], [0.97, 1.94, -1.19], [1.91, 2.95, -0.93], [-3.69, -0.13, 2.89], [-3.01, 0.64, -0.16], [1.52, 4.27, -1.00], [-0.34, 2.27, -1.55], [-4.06, -1.39, -1.74], [-0.50, -4.98, 2.53], [2.93, 0.67, -3.45], [4.98, -0.50, -3.92], [-1.75, -4.49, 2.20], [0.83, 2.99, 3.83], [-1.88, -3.24, 1.61], [-0.24, 1.24, 5.30], [-4.17, 0.86, -0.88], [1.75, -2.50, -4.33], [4.01, 0.43, -4.28], [4.88, -1.20, -2.72], [-0.75, -2.47, 1.37], [0.74, -2.10, -3.47], [-0.19, 3.49, 2.81], [1.78, -1.94, -5.60], [-2.35, -0.59, -0.23], [-2.89, -1.61, -1.02], [0.64, -4.21, 2.30], [-0.72, 3.60, -1.63], [-0.78, 0.05, -5.59], [-4.47, -2.19, -2.33], [-2.67, 1.40, 0.54], [2.24, 5.06, -0.81], [1.40, -2.35, 1.57], [1.83, 3.09, 3.42], [0.09, 4.49, 2.47], [0.29, 1.48, 6.23], [-0.40, -5.97, 2.98], [2.51, -3.21, -4.03], [-1.14, 1.86, 5.24], [-5.60, 0.01, -2.23], [4.10, 0.97, -5.21], [-2.87, -2.85, 1.39], [0.78, 3.59, 4.74], [-1.68, -0.32, 5.63], [5.64, -1.92, -2.44], [0.56, 2.70, 1.04], [1.62, -4.59, 2.56], [1.50, 1.10, 4.23], [-0.01, -0.82, 5.94], [-1.08, 2.74, 1.12], [2.93, 2.69, -0.68], [2.56, -2.23, -6.31], [-2.63, -5.09, 2.39], [-2.42, -2.58, -1.05], [-1.04, -0.88, -3.30], [2.18, 1.39, -3.73], [-4.69, 1.80, -0.80], [-0.09, 5.64, -1.42], [0.19, -1.52, 3.86], [-1.42, -1.38, 3.71], [-1.06, 1.48, -1.78], [-1.73, 3.86, -1.92], [-1.19, 3.53, 3.23], [5.82, -0.67, -4.57], [3.70, -1.54, -0.96]], "lowdin_charge": [0.883, 1.466, 0.604, 1.059, 0.815, -0.108, -0.097, 0.089, 0.068, -0.199, -0.162, -0.384, -0.127, -0.820, -0.130, -0.037, -0.215, -0.032, -0.098, -0.385, -0.088, -0.853, -0.162, -0.049, -0.082, -0.044, -0.043, -0.071, -0.029, -0.030, -0.163, -0.092, -0.208, -0.047, -0.120, -0.044, -0.045, -0.477, -0.557, -0.205, -0.127, -0.384, -0.105, -0.067, -0.043, 0.116, 0.119, 0.024, 0.123, 0.095, 0.131, 0.134, 0.136, 0.120, 0.105, 0.061, 0.119, 0.125, 0.075, 0.140, 0.121, 0.121, 0.056, 0.117, 0.128, 0.127, 0.068, 0.124, 0.120, 0.124, 0.075, 0.088, 0.120, 0.119, 0.124, 0.090, 0.077, 0.099, 0.125, 0.069, 0.123, 0.104], "homo_lumo_gap_ev": 5.2, "charge": 2, "total_energy_ha": -5100.66085, "lumo_energy_ev": -7.0, "de_lowest_kcal_mol": 6.59}


No. 4
{"formula": "C35H38As2N10O10V", "method": "ωB97M-V/def2-TZVPD", "species": ["As", "As", "V", "O", "O", "O", "O", "O", "O", "O", "O", "O", "O", "N", "N", "N", "N", "N", "N", "N", "N", "N", "N", "C", "C", "C", "C", "C", "C", "C", "C", "C", "C", "C", "C", "C", "C", "C", "C", "C", "C", "C", "C", "C", "C", "C", "C", "C", "C", "C", "C", "C", "C", "C", "C", "C", "C", "C", "H", "H", "H", "H", "H", "H", "H", "H", "H", "H", "H", "H", "H", "H", "H", "H", "H", "H", "H", "H", "H", "H", "H", "H", "H", "H", "H", "H", "H", "H", "H", "H", "H", "H", "H", "H", "H", "H"], "coordinates": [[-0.46, 0.93, 3.74], [2.75, -0.28, 2.74], [1.94, -0.98, -0.05], [-3.96, -0.26, -2.04], [0.18, -3.33, 1.78], [3.75, -1.26, -0.91], [-2.06, -1.87, 3.16], [-2.05, -1.20, 1.05], [-0.06, 3.42, 1.34], [4.41, 2.05, 2.17], [0.28, 4.38, 3.31], [2.95, 3.75, 2.06], [2.33, -2.79, 1.29], [5.82, -1.36, -1.77], [0.56, 2.12, -2.69], [-5.76, -0.35, -0.79], [1.38, 0.85, -1.13], [-5.55, 0.97, -1.16], [0.50, -3.78, -3.03], [-0.53, -3.80, -2.15], [4.53, 0.53, -2.07], [1.08, 2.97, -1.78], [0.85, -2.32, -1.37], [3.19, 2.59, 2.27], [-2.14, 4.23, -3.28], [-2.89, -4.22, -1.60], [-0.32, -2.94, -1.17], [-1.72, -0.08, 0.20], [-3.53, -5.01, -0.65], [5.47, 2.98, 1.86], [2.17, 1.59, 2.70], [1.01, -1.11, 2.26], [-3.72, 2.11, -2.42], [-5.09, -3.24, -0.20], [-2.45, 1.87, -2.94], [-4.80, -1.03, -1.31], [-3.36, -2.94, -1.85], [0.93, 2.04, 2.92], [-2.09, 1.71, 3.03], [0.99, 4.32, 4.56], [2.57, -4.17, 0.88], [-3.42, 4.46, -2.79], [-1.51, -1.29, 2.28], [-1.65, 2.93, -3.35], [0.74, 0.87, -2.30], [1.56, 2.18, -0.85], [-1.67, -4.71, -2.34], [0.41, 3.38, 2.45], [-0.20, -0.58, 2.54], [1.07, -2.53, 1.79], [-0.24, 2.64, -3.81], [-4.44, -2.44, -1.14], [1.31, -2.89, -2.53], [-4.64, -4.52, 0.02], [-4.48, 0.98, -1.89], [4.67, -0.70, -1.57], [-4.21, 3.41, -2.36], [2.72, -0.71, 4.65], [0.42, 0.01, -2.87], [5.26, 0.99, -2.59], [-0.99, -2.79, -0.34], [-5.14, -5.15, 0.75], [3.65, -4.29, 0.90], [-3.17, -6.01, -0.45], [-2.33, 2.56, 3.67], [3.67, 1.02, -1.92], [6.59, -0.96, -2.28], [-5.20, 3.58, -1.96], [5.25, 3.51, 0.93], [-1.99, 2.05, 2.00], [5.58, 3.71, 2.66], [0.68, 5.21, 5.10], [-1.84, -4.75, -3.42], [-1.38, -5.71, -2.01], [6.37, 2.38, 1.76], [-2.09, 0.86, -3.01], [-0.89, 0.51, 0.58], [1.76, -0.47, 5.09], [-3.80, 5.47, -2.74], [-1.52, 5.06, -3.59], [-0.23, 1.88, -4.60], [5.93, -2.27, -1.36], [-1.48, -0.47, -0.78], [-2.88, 0.97, 3.14], [-5.93, -2.83, 0.35], [-2.88, -2.33, -2.60], [2.09, -4.84, 1.58], [2.19, -4.33, -0.13], [2.25, -2.63, -2.99], [2.06, 4.35, 4.38], [0.26, 3.53, -4.17], [2.94, -1.77, 4.76], [2.02, 2.56, 0.04], [0.72, 3.43, 5.13], [-2.61, 0.55, 0.13], [3.51, -0.13, 5.13]], "mulliken_spin": [0.000, -0.024, 2.810, 0.000, 0.009, 0.065, 0.003, 0.000, 0.000, -0.001, 0.000, -0.002, -0.030, 0.005, 0.004, 0.000, -0.260, 0.000, -0.001, 0.002, 0.008, -0.001, -0.232, -0.010, 0.000, 0.000, 0.076, 0.073, 0.000, 0.000, 0.003, 0.143, 0.000, 0.000, 0.000, 0.000, 0.000, 0.035, 0.002, 0.000, 0.009, 0.000, -0.025, 0.000, 0.125, 0.096, -0.001, -0.003, -0.010, 0.019, 0.000, 0.001, 0.063, 0.000, 0.000, 0.016, 0.000, 0.002, 0.006, 0.001, 0.010, 0.000, 0.002, 0.000, 0.000, 0.011, -0.001, 0.000, 0.000, 0.000, 0.000, 0.000, 0.000, 0.001, 0.000, 0.000, -0.003, 0.000, 0.000, 0.000, 0.000, 0.001, 0.029, 0.000, 0.000, 0.000, 0.001, -0.004, 0.001, 0.000, 0.000, 0.000, -0.028, 0.000, 0.006, 0.000], "homo_lumo_gap_ev": [6.7, 6.7], "s_squared": 3.756, "charge": 2, "total_energy_ha": -8071.62390, "lumo_energy_ev": [-6.1, -6.1], "de_lowest_kcal_mol": 0.00, "multiplicity": 4}